{"formula": "C46H43BrHfIN3O2SSi", "method": "the ωB97M-V functional and the def2-TZVPD basis", "symbols": ["Hf", "C", "C", "C", "C", "C", "H", "H", "H", "H", "H", "C", "C", "N", "C", "C", "C", "S", "N", "C", "O", "C", "C", "C", "C", "C", "C", "H", "H", "H", "H", "H", "H", "H", "H", "H", "H", "H", "H", "H", "H", "H", "Br", "C", "C", "C", "C", "C", "C", "H", "H", "H", "H", "O", "Si", "C", "C", "C", "C", "C", "C", "C", "C", "C", "C", "C", "C", "C", "C", "C", "C", "C", "C", "H", "H", "H", "H", "H", "H", "H", "H", "H", "H", "H", "H", "H", "H", "H", "I", "C", "C", "C", "C", "N", "C", "H", "H", "H", "H"], "positions_angstrom": [[-1.405, 1.306, -0.870], [-3.322, 1.789, 0.853], [-2.766, 3.130, 0.500], [-3.036, 3.377, -0.858], [-3.780, 2.275, -1.376], [-3.980, 1.343, -0.339], [-3.307, 1.335, 1.836], [-2.240, 3.742, 1.257], [-2.744, 4.269, -1.379], [-4.214, 2.253, -2.355], [-4.438, 0.409, -0.314], [3.551, -0.892, 2.272], [4.074, -0.795, 0.799], [3.037, -0.768, -0.219], [3.159, -1.737, -1.304], [3.957, -1.123, -2.468], [2.084, 0.167, -0.285], [0.958, 0.014, -1.595], [2.214, 1.217, 0.554], [1.400, 2.226, 0.602], [0.162, 2.325, 0.270], [2.062, 3.479, 1.099], [1.413, 4.691, 0.939], [2.096, 5.891, 1.260], [3.262, 5.813, 1.980], [3.797, 4.621, 2.411], [3.202, 3.445, 1.911], [4.353, -0.807, 3.018], [3.097, -1.845, 2.375], [2.855, -0.089, 2.574], [4.740, -1.587, 0.481], [4.642, 0.157, 0.688], [2.119, -1.931, -1.676], [3.563, -2.650, -0.922], [3.407, -0.289, -2.873], [4.173, -1.906, -3.244], [4.946, -0.904, -2.131], [0.460, 4.687, 0.367], [1.890, 6.851, 0.809], [3.887, 6.689, 2.076], [4.718, 4.670, 3.014], [3.639, 2.484, 2.148], [0.910, 5.013, -6.420], [0.120, 4.007, -5.019], [-1.054, 3.271, -5.190], [-1.544, 2.568, -4.087], [-0.868, 2.495, -2.876], [0.311, 3.244, -2.790], [0.797, 4.025, -3.820], [-1.661, 3.361, -6.168], [-2.571, 2.185, -4.163], [0.985, 3.180, -1.958], [1.699, 4.603, -3.818], [-1.398, -0.311, 0.361], [-1.049, -1.546, 1.291], [-0.084, -1.004, 2.775], [0.276, -1.938, 3.760], [0.994, -1.566, 4.884], [1.351, -0.233, 5.092], [1.072, 0.721, 4.146], [0.287, 0.332, 3.056], [-2.653, -2.467, 1.831], [-2.602, -3.651, 2.468], [-3.746, -4.201, 3.109], [-4.979, -3.570, 2.982], [-5.046, -2.315, 2.339], [-3.889, -1.760, 1.890], [-0.032, -2.962, 0.424], [-0.513, -3.525, -0.764], [0.299, -4.444, -1.388], [1.499, -4.905, -0.799], [1.960, -4.291, 0.390], [1.161, -3.344, 0.975], [0.054, -2.996, 3.659], [1.256, -2.305, 5.654], [1.960, -0.037, 6.032], [1.355, 1.773, 4.366], [-0.060, 1.138, 2.393], [-1.667, -4.177, 2.434], [-3.725, -5.235, 3.510], [-5.796, -4.073, 3.343], [-5.967, -1.801, 2.366], [-3.895, -0.722, 1.465], [-1.404, -3.257, -1.228], [-0.039, -4.862, -2.305], [1.996, -5.717, -1.276], [2.837, -4.707, 0.881], [1.459, -2.797, 1.937], [-0.301, -1.877, -5.888], [-1.534, -1.672, -4.269], [-2.504, -2.667, -4.021], [-3.339, -2.494, -2.953], [-3.263, -1.273, -2.268], [-2.311, -0.356, -2.416], [-1.442, -0.594, -3.426], [-2.512, -3.537, -4.634], [-4.204, -3.132, -2.734], [-3.914, -1.142, -1.433], [-0.753, 0.208, -3.591]], "atomic_forces_ev_per_a": [[-0.186, 0.658, 0.799], [0.356, 2.717, -1.925], [-0.132, -2.125, 1.379], [-0.138, -0.497, 0.596], [0.256, 0.413, 0.476], [1.594, 1.128, 1.545], [0.113, -0.024, -0.270], [-0.262, -0.299, -0.931], [0.020, 0.031, -0.259], [0.061, -0.220, -0.321], [-0.983, -1.221, -0.553], [0.741, 0.797, -0.580], [0.201, 2.008, 0.798], [-0.708, -0.392, 0.033], [-1.276, 0.578, -1.102], [0.066, -2.097, -0.151], [-0.035, -0.116, -0.292], [-0.584, 0.824, 0.144], [0.070, -0.778, -0.455], [-0.016, 0.845, -0.076], [-0.040, -0.520, -0.278], [-0.808, 0.222, 1.570], [-0.169, 1.204, -1.324], [-0.290, -0.948, -0.574], [0.664, 0.628, -0.215], [-0.226, -1.144, -0.457], [0.947, 0.156, 0.581], [0.201, -0.235, -0.453], [-0.541, -0.786, 0.431], [0.217, -0.534, -0.728], [0.117, -0.279, 0.486], [-0.169, -0.478, 0.178], [1.014, -0.264, 0.470], [0.393, -0.438, 0.194], [0.181, 0.296, -0.233], [-0.699, 0.669, 0.414], [0.670, 0.843, 0.323], [0.776, 0.199, 0.478], [-0.764, -0.036, 0.202], [-0.218, 0.367, 0.352], [-0.595, -0.534, -0.369], [-0.001, -0.037, -0.078], [-0.228, 0.019, -0.334], [-0.436, -0.268, -0.414], [-0.790, 0.770, -1.316], [-0.803, 0.564, -0.462], [0.262, -0.456, 0.991], [0.586, -0.074, -0.255], [-0.523, -0.248, -0.708], [1.174, -0.289, 1.716], [0.508, -0.287, -0.121], [-0.098, -0.076, 0.658], [0.413, 0.095, 0.584], [-0.256, 0.643, -0.607], [-0.232, -2.080, -0.322], [0.359, 0.787, 1.411], [0.344, -0.111, 0.030], [-0.096, 0.000, 0.557], [1.600, -0.844, 1.601], [-0.730, 0.588, 0.433], [-0.320, 0.524, -0.876], [-0.350, 2.913, -0.024], [-0.698, -1.777, 0.972], [0.073, -0.664, -0.985], [2.761, 0.960, -0.998], [0.327, -1.389, 1.372], [1.075, 1.390, -1.589], [-1.895, 1.821, 0.314], [2.409, -0.297, 0.958], [0.760, -0.643, 0.666], [-0.886, 1.452, 0.552], [-0.187, -2.051, -1.098], [0.802, 1.365, 1.914], [-0.210, 0.085, -0.139], [-0.156, 0.281, -0.467], [-0.913, 0.114, -1.367], [-0.313, -0.776, -0.579], [0.189, -0.546, 0.111], [0.260, -0.538, 0.265], [0.184, 0.899, -0.024], [-2.128, -0.836, 0.865], [-0.855, 0.659, -0.288], [-0.117, -1.090, 0.427], [-1.531, 0.639, -0.467], [-0.091, -0.485, -0.726], [0.600, -0.346, -0.155], [0.037, 0.328, -0.086], [-0.199, -1.215, -1.666], [0.474, 0.058, -0.377], [-0.815, -0.857, 0.459], [1.115, 0.708, 0.086], [-1.186, 1.163, -0.072], [0.328, -0.779, 1.012], [0.557, -0.724, -0.826], [-0.569, 0.568, -0.075], [-0.203, -0.550, -0.398], [0.683, 0.021, -0.044], [-0.429, 0.239, 0.305], [0.545, 0.066, -0.220]], "e_homo_ev": -8.09, "orbital_gap_ev": 7.78}